The following is a DFT calculation (ωB97M-V with the def2-TZVPD basis set) of a structure of composition C32H30AsBr2CoF3NO3 at a distorted geometry.

Structure (ORCA input):
```
! wB97M-V def2-TZVPD RIJCOSX def2/J DEFGRID3
* xyz 0 5
Co 1.148 -0.380 -0.890
C -1.095 2.454 -0.819
C 0.323 2.853 -1.055
C 0.691 4.216 -1.095
C 2.000 4.576 -1.230
C 2.978 3.574 -1.330
C 4.389 3.804 -1.451
Br 5.050 5.554 -1.434
C 5.312 2.773 -1.568
C 4.881 1.466 -1.571
Br 6.109 0.077 -1.738
C 3.482 1.140 -1.443
O 3.077 -0.015 -1.451
C 2.529 2.253 -1.310
N 1.246 1.902 -1.181
H -1.715 3.324 -0.600
H -1.142 1.745 0.009
H -1.488 1.921 -1.685
H -0.080 4.969 -0.998
H 2.292 5.618 -1.242
H 6.367 2.992 -1.653
C -6.923 0.415 -1.829
C -5.474 0.009 -1.951
C -4.701 -0.231 -0.824
C -3.368 -0.628 -0.922
C -2.545 -0.861 0.325
C -2.812 -0.798 -2.188
C -3.569 -0.574 -3.342
C -2.963 -0.773 -4.713
C -4.889 -0.163 -3.203
C -1.363 -1.201 -2.298
O -1.067 -2.340 -2.647
O -0.549 -0.286 -1.872
H -7.150 0.777 -0.826
H -7.584 -0.432 -2.034
H -7.174 1.203 -2.542
H -5.144 -0.107 0.163
H -3.191 -1.074 1.179
H -1.937 0.014 0.574
H -1.853 -1.696 0.203
H -2.018 -0.232 -4.811
H -3.642 -0.425 -5.492
H -2.742 -1.828 -4.885
H -5.483 0.023 -4.097
F 0.866 1.896 8.295
C 1.223 0.636 7.971
F 0.389 -0.195 8.615
F 2.456 0.447 8.488
C 1.206 0.426 6.487
C 2.023 1.223 5.696
C 2.019 1.065 4.322
C 1.202 0.106 3.714
C 0.392 -0.692 4.527
C 0.390 -0.531 5.905
C 1.184 -0.044 2.282
C 1.123 -0.180 1.072
H 2.660 1.969 6.161
H 2.651 1.685 3.699
H -0.241 -1.436 4.062
H -0.243 -1.150 6.527
C 0.244 -4.079 -0.239
As 1.529 -2.964 -1.172
C 3.151 -3.516 -0.229
C 1.762 -4.004 -2.792
H 0.615 -5.103 -0.194
H -0.700 -4.049 -0.781
H 0.100 -3.698 0.771
H 3.235 -4.603 -0.220
H 3.122 -3.143 0.796
H 4.022 -3.089 -0.729
H 1.863 -5.055 -2.525
H 2.658 -3.675 -3.313
H 0.890 -3.856 -3.423
*
```

Computed properties:
HOMO level (spin up / spin down)	-0.294 / -0.300	Ha
energy	-10584.05247	a.u.
frontier orbital gap (spin up / spin down)	6.9529 / 4.8785	eV
relative energy (zero: lowest compared OMol25 entry of this formula, charge and spin)	8.1	kcal/mol
E_LUMO (spin up / spin down)	-1.04 / -3.28	eV
expectation value of S²	6.04